# C5H8

A single C5H8 molecule (ωB97M-V with the def2-TZVPD basis set, the Open Molecules 2025 dataset).

Last column: Mulliken charge in e.
Element x y z (Å)
C: 0.66395 -0.83006 0.72202  -0.99
C: 0.78415 0.82396 -1.49371  -0.80
C: -0.49689 0.69264 -1.24719  0.19
C: -1.38638 0.36156 -0.35000  -0.51
C: -0.74420 -0.22923 0.92469  -0.32
H: 1.44716 -0.25063 1.22630  0.27
H: 0.74302 -1.87938 1.00439  0.32
H: 1.31701 1.53130 -0.86129  0.29
H: 1.37045 0.09318 -2.04302  0.36
H: 0.93030 -0.79615 -0.33458  0.25
H: -2.44915 0.59276 -0.38484  0.36
H: -0.66868 0.62037 1.61717  0.24
H: -1.41528 -0.94809 1.40244  0.34

Values from the calculation:
SMILES = C=C=CCC
electronic energy = -195.20584 Ha

=====

# C15H23BrN2O3

2 unconnected molecules or ions with the total composition C15H23BrN2O3 (ωB97M-V with the def2-TZVPD basis set, the Open Molecules 2025 dataset).

Last column: Mulliken charge in e.
Element x y z (Å)
O: 2.40302 -2.81928 1.16774  -0.73
O: -1.01686 -1.78307 3.93103  -0.69
Br: -0.74103 5.33395 -0.96894  -0.15
O: 0.18949 1.93980 -4.88347  -0.55
C: 2.67130 -1.65299 1.41973  0.92
C: -0.02813 -1.99466 3.23405  -0.04
C: -3.03455 2.71765 -3.30719  -0.60
C: -2.63391 3.67342 -2.36712  -0.24
C: -2.08599 2.13918 -4.15870  -0.36
C: -0.35242 3.47556 -3.13655  -0.26
C: -1.29173 4.05583 -2.27786  -0.30
C: -0.74321 2.51617 -4.07102  0.51
N: 0.74338 -3.07076 3.41805  -0.04
N: 1.78594 -0.76266 1.87280  -0.14
C: 4.07971 -1.14584 1.21938  -1.38
C: 0.52043 -4.08616 4.44507  -0.99
C: -1.04771 -0.53774 -1.50192  -1.37
C: -0.76421 1.23158 0.20614  -0.95
C: -0.26256 -0.13852 -0.25254  0.99
C: -0.43086 -1.21105 0.84046  -1.32
C: 0.34686 -0.95891 2.15063  0.00
H: -0.22899 1.26461 -5.44070  0.32
H: -4.07875 2.42367 -3.37152  0.38
H: -3.36290 4.12172 -1.69904  0.40
H: -2.40231 1.39484 -4.88187  0.31
H: 0.69150 3.76207 -3.07485  0.44
H: 1.49655 -3.21318 2.75380  0.20
H: 2.14450 0.16229 2.04409  0.28
H: 4.07044 -0.33330 0.49519  0.35
H: 4.69903 -1.95952 0.84309  0.36
H: 4.47668 -0.79422 2.16984  0.34
H: -0.42870 -4.59209 4.26026  0.30
H: 1.32918 -4.81776 4.43140  0.36
H: 0.47725 -3.61344 5.42808  0.30
H: -0.70501 -1.50951 -1.85663  0.46
H: -2.11274 -0.59001 -1.27662  0.32
H: -0.88153 0.19837 -2.28679  0.19
H: -1.80581 1.16469 0.51921  0.33
H: -0.68388 1.93922 -0.61543  -0.07
H: -0.15924 1.60209 1.03083  0.39
H: 0.78836 -0.05440 -0.52777  0.18
H: -0.12080 -2.17452 0.43383  0.40
H: -1.49140 -1.28719 1.08544  0.53
H: -0.01840 -0.01593 2.55637  0.61

Values from the calculation:
SMILES = CNC(=O)[C@H](CC(C)C)NC(C)=O.Oc1cccc(Br)c1
electronic energy = -3494.66417 Ha

=====

# C4H6O7Pb

A molecular structure, C4H6O7Pb (ωB97M-V with the def2-TZVPD basis set, the Open Molecules 2025 dataset).

Last column: Mulliken charge in e.
Element x y z (Å)
O: -0.93665 0.24503 1.28094  -0.46
C: -0.29836 -0.57458 0.40090  0.31
C: 1.15457 -0.15761 0.16128  -0.33
O: 1.92624 -0.82806 1.18140  -0.25
C: 1.30265 -1.87956 1.59505  0.59
O: 0.07111 -1.96260 1.33331  -0.35
O: 2.02363 -2.82196 2.07197  -0.38
H: -1.87344 0.02251 1.36073  0.41
H: -0.91048 -1.16240 -0.28687  0.41
H: 1.30360 0.91555 0.30619  0.31
H: 1.52715 -0.48605 -0.81216  0.31
H: 2.29151 -3.47168 1.40141  0.43
O: -1.57016 2.88147 -0.55048  -0.35
C: -1.25853 2.20736 -1.61851  0.90
O: -1.00190 0.94213 -1.59365  -0.57
O: -1.17816 2.79338 -2.72739  -0.56
Pb: -1.20894 0.98165 -3.75374  1.20
H: -1.36383 2.35543 0.24962  0.40

Values from the calculation:
net charge = +2
electronic energy = -874.92045 Ha

=====

# C4H10N2O

A single C4H10N2O molecule (ωB97M-V with the def2-TZVPD basis set, the Open Molecules 2025 dataset).

Last column: Mulliken charge in e.
Element x y z (Å)
C: -1.83833 0.85876 -0.78598  -0.08
N: -0.62373 1.00691 -0.21542  -0.14
C: 1.78512 0.69641 -0.36670  -1.42
C: 0.43702 0.01075 -0.33629  0.41
C: 0.41943 -1.02171 0.80468  -0.86
N: -0.87623 -1.57977 1.15064  -0.63
O: -2.16105 -0.08464 -1.47564  -0.53
H: -2.56666 1.66636 -0.60865  0.38
H: -0.40462 1.78219 0.38809  0.23
H: 1.81169 1.50081 0.37381  0.38
H: 2.02807 1.12268 -1.34529  0.35
H: 2.57311 -0.03536 -0.12684  0.34
H: 0.25286 -0.53259 -1.26271  0.27
H: 1.06257 -1.82506 0.46056  0.38
H: 0.85750 -0.55788 1.69799  0.37
H: -1.20092 -2.17295 0.39618  0.30
H: -1.55583 -0.83490 1.25159  0.25

Values from the calculation:
SMILES = C[C@@H](CN)NC=O
electronic energy = -343.17074 Ha

=====

# C51H42BrN2O2P2SiW

A molecular structure, C51H42BrN2O2P2SiW (ωB97M-V with the def2-TZVPD basis set, the Open Molecules 2025 dataset).

Last column: Mulliken charge in e.
Element x y z (Å)
W: -1.15154 -0.18328 1.00704  2.30
C: -4.65085 -0.36127 2.86656  -1.34
Si: -3.60677 -0.16576 1.39637  0.47
C: -4.52087 -0.08921 -0.15283  0.70
C: -5.92148 -0.21701 -0.19974  -1.07
C: -6.58571 -0.17775 -1.41342  -0.85
C: -5.86314 -0.01873 -2.59302  -0.81
C: -4.47695 0.10964 -2.57013  -0.63
C: -3.80668 0.08072 -1.35782  0.37
P: -2.00121 0.29591 -1.29936  0.46
C: -1.26514 -1.08813 -2.19714  0.61
C: -0.06790 -0.96204 -2.90453  0.44
C: 0.48465 -2.06553 -3.53653  -0.93
C: -0.14549 -3.30068 -3.46077  -0.89
C: -1.32256 -3.44216 -2.73400  -1.03
C: -1.87891 -2.34234 -2.10101  -0.66
C: -1.59095 1.83618 -2.12127  1.00
C: -1.50425 3.00377 -1.36248  -0.77
C: -1.22289 4.21700 -1.97261  -0.68
C: -1.03479 4.27034 -3.34759  -0.76
C: -1.14945 3.11579 -4.11383  -0.78
C: -1.42886 1.89845 -3.50897  -0.49
C: -1.55132 -2.15037 1.54387  1.17
C: -2.63096 -3.06205 1.42461  -0.06
C: -2.65356 -4.19225 2.21148  -1.03
C: -1.64319 -4.42799 3.16379  -0.78
C: -0.56742 -3.56346 3.30988  -0.70
C: -0.50791 -2.46507 2.46470  -0.54
P: 0.77335 -1.21565 2.32980  1.53
C: 1.67708 -1.11692 3.87139  0.57
C: 2.97143 -1.61419 4.01449  -0.40
C: 3.56742 -1.59290 5.26999  -0.76
C: 2.88228 -1.08378 6.36447  -0.60
C: 1.59060 -0.58856 6.21978  -0.78
C: 0.98936 -0.59789 4.97353  -0.58
C: 1.85575 -1.72148 0.97838  0.75
C: 3.00980 -0.95563 0.75432  -0.86
C: 3.85893 -1.27281 -0.29387  -0.80
C: 3.54738 -2.33161 -1.14346  -0.63
C: 2.38963 -3.06850 -0.94216  -0.93
C: 1.53891 -2.76969 0.11717  -0.41
H: -5.18465 -1.31427 2.77729  0.44
H: -5.39659 0.43951 2.89645  0.49
H: -4.09234 -0.36672 3.80267  0.46
H: -6.49379 -0.34829 0.71173  0.45
H: -7.66399 -0.26988 -1.44553  0.47
H: -6.38489 0.00928 -3.54166  0.48
H: -3.93759 0.23350 -3.50190  0.48
H: 0.43990 -0.00908 -2.96463  -0.30
H: 1.40466 -1.95912 -4.09714  0.62
H: 0.27617 -4.15439 -3.97692  0.51
H: -1.81150 -4.40616 -2.67487  0.51
H: -2.81000 -2.45626 -1.55824  0.42
H: -1.68628 2.97539 -0.29624  0.30
H: -1.15852 5.12037 -1.37953  0.53
H: -0.81337 5.21586 -3.82739  0.46
H: -1.02512 3.16380 -5.18765  0.51
H: -1.51904 1.01103 -4.12249  0.43
H: -3.44033 -2.88909 0.71881  0.44
H: -3.46313 -4.90516 2.11103  0.50
H: -1.70619 -5.31074 3.78904  0.47
H: 0.21255 -3.75301 4.03820  0.61
H: 3.50871 -2.03475 3.17573  0.43
H: 4.57089 -1.98010 5.39011  0.46
H: 3.35561 -1.07285 7.33776  0.44
H: 1.05900 -0.19558 7.07634  0.45
H: -0.01676 -0.20615 4.86073  0.33
H: 3.26425 -0.12731 1.40960  0.67
H: 4.76571 -0.70167 -0.44301  0.54
H: 4.21813 -2.58232 -1.95586  0.52
H: 2.14834 -3.89415 -1.60042  0.59
H: 0.65043 -3.37124 0.26748  0.49
C: -1.85973 2.40195 2.98750  -1.50
O: -0.99680 1.88798 1.93914  0.47
C: 0.12657 2.66930 1.61862  -0.17
C: 0.43915 3.86798 2.22188  -0.48
C: 1.60408 4.52077 1.82195  -0.57
Br: 2.05413 6.13128 2.64896  -0.09
C: 2.41190 4.00749 0.82023  -0.54
C: 2.04505 2.82602 0.18044  0.86
C: 0.91553 2.16639 0.61783  0.16
O: 0.52860 0.93105 0.07623  1.69
C: 2.83745 2.26564 -0.93289  -0.41
N: 4.12240 2.15995 -0.96092  -0.61
C: 4.40263 1.59134 -2.21414  -0.01
C: 5.63570 1.26340 -2.77576  -0.80
C: 5.63067 0.72487 -4.04531  -0.60
C: 4.43030 0.51791 -4.75407  -0.80
C: 3.20353 0.83065 -4.20631  -0.69
C: 3.22483 1.35905 -2.91805  0.96
N: 2.20022 1.75429 -2.05618  -0.20
H: -2.37672 3.29092 2.63284  0.31
H: -1.26552 2.61957 3.87078  0.45
H: -2.56476 1.61144 3.22207  0.40
H: -0.18076 4.31025 2.98864  0.71
H: 3.31311 4.51694 0.50414  0.67
H: 1.28410 0.51077 -0.38919  -0.94
H: 6.55622 1.44003 -2.23279  0.55
H: 6.56916 0.46978 -4.51970  0.46
H: 4.47498 0.11282 -5.75679  0.47
H: 2.28452 0.68314 -4.76211  0.58
H: 1.29339 2.07347 -2.37161  -0.32

Values from the calculation:
2S+1 = 3
net charge = +3
expectation value of S² = 2.022
electronic energy = -5841.03360 Ha

=====

# C14H14BF9N6OV

A molecular structure, C14H14BF9N6OV (ωB97M-V with the def2-TZVPD basis set, the Open Molecules 2025 dataset).

Last column: Mulliken charge in e.
Element x y z (Å)
C: 2.69100 -0.80348 -0.02566  -0.20
N: 1.45501 -0.76947 -0.57880  0.09
N: 1.61957 -0.56177 -1.94526  0.02
C: 2.92901 -0.50417 -2.22702  0.03
C: 3.64478 -0.63706 -1.03390  -1.26
B: 0.38504 -0.37497 -2.86657  -0.05
N: -0.61228 -1.53133 -2.60076  -0.33
N: -1.08265 -1.80152 -1.31671  0.49
C: -1.95143 -2.84595 -1.41103  0.06
C: -2.02114 -3.24946 -2.74822  -1.25
C: -1.16518 -2.40090 -3.45681  -0.03
V: -0.38862 -0.85516 0.24154  0.21
N: -0.30188 0.96892 -2.48030  0.25
N: -0.74332 1.12682 -1.19765  -0.03
C: -1.27288 2.34458 -1.08101  -0.12
C: -1.17034 3.00334 -2.32616  -1.03
C: -0.54722 2.09319 -3.18416  0.16
H: -1.68529 2.70909 -0.15567  0.61
H: -0.26117 2.15723 -4.22306  0.52
H: -1.50225 3.99541 -2.55347  0.47
H: 0.71195 -0.35537 -4.01718  -0.01
H: -0.91027 -2.35947 -4.50197  0.49
H: 3.25687 -0.37658 -3.24718  0.47
H: -2.61171 -4.04947 -3.14030  0.46
H: 4.71118 -0.61420 -0.91507  0.45
H: -2.45097 -3.22324 -0.53404  0.37
H: 2.81737 -0.92777 1.04072  0.60
H: -2.12209 -0.84559 1.17141  0.51
C: -1.57995 -1.74009 1.57515  -1.22
H: -2.20366 -2.60778 1.35212  0.47
H: -0.50147 -1.99321 1.22597  0.60
H: -1.51954 -1.57935 2.65157  0.35
F: -1.25802 2.84303 2.23906  -0.23
C: -1.02188 1.90963 3.20283  0.57
F: -0.86493 2.55531 4.38445  -0.20
F: -2.13392 1.13985 3.28341  -0.24
C: 0.20916 1.03122 2.80796  0.31
O: -0.11869 0.16778 1.80944  0.05
C: 1.37473 2.00485 2.43899  0.52
F: 1.44912 3.06325 3.28585  -0.22
F: 2.57667 1.36851 2.45700  -0.24
F: 1.19411 2.47438 1.17919  -0.21
C: 0.64762 0.22224 4.07179  0.43
F: 1.18155 0.99439 5.04814  -0.20
F: -0.41663 -0.45110 4.58705  -0.24
F: 1.56466 -0.71457 3.71435  -0.22

Values from the calculation:
2S+1 = 4
net charge = +2
expectation value of S² = 3.770
electronic energy = -2812.74384 Ha

=====

Number 1: M 68.1 g mol⁻¹. Number 2: M 359.3 g mol⁻¹. Number 3: M 373.3 g mol⁻¹. Number 4: M 102.1 g mol⁻¹. Number 5: M 1068.7 g mol⁻¹. Number 6: M 515.0 g mol⁻¹.